# 1
{
  "formula": "C3H9NO",
  "method": "the ωB97M-V functional and the def2-TZVPD basis",
  "e_lumo_ev": 1.1099,
  "e_tot_ha": -249.63586,
  "smiles": "CCCNO",
  "de_lowest_ev": 2.118,
  "max_force_ev_per_a": 0.87,
  "species": ["C", "C", "C", "N", "O", "H", "H", "H", "H", "H", "H", "H", "H", "H"],
  "coordinates": [[0.84, 0.50, -0.38], [-0.62, 0.19, -0.71], [-1.00, -1.27, -0.48], [1.22, 0.33, 1.02], [0.42, 1.28, 1.78], [1.10, 1.79, 2.25], [0.88, -0.57, 1.37], [1.07, 1.53, -0.69], [1.49, -0.15, -0.99], [-0.80, 0.44, -1.76], [-1.29, 0.83, -0.12], [-2.03, -1.44, -0.80], [-0.93, -1.54, 0.57], [-0.35, -1.93, -1.06]],
  "lowdin_charge": [-0.24, -0.26, -0.12, -0.09, -0.11, 0.09, 0.09, 0.11, 0.11, 0.10, 0.10, 0.07, 0.06, 0.07]
}

***

# 2
{
  "formula": "C22H23CrIN3O3S2",
  "method": "the ωB97M-V functional and the def2-TZVPD basis",
  "e_lumo_ev": [-0.4395, -0.1868],
  "e_tot_ha": -3380.67818,
  "multiplicity": 2,
  "max_force_ev_per_a": 0.65,
  "species": ["Cr", "C", "C", "O", "C", "C", "C", "N", "N", "C", "O", "C", "C", "C", "C", "C", "C", "H", "H", "H", "H", "H", "H", "H", "H", "H", "H", "H", "H", "C", "S", "O", "C", "C", "C", "C", "C", "C", "H", "H", "H", "H", "H", "H", "H", "H", "I", "S", "C", "C", "N", "C", "H", "H", "H"],
  "coordinates": [[0.37, 1.27, -0.28], [1.38, 4.21, -3.13], [0.52, 3.26, -2.34], [1.16, 2.39, -1.64], [-0.85, 3.35, -2.42], [-1.78, 2.52, -1.74], [-3.25, 2.75, -1.98], [-1.42, 1.58, -0.91], [-2.45, 0.84, -0.30], [-1.90, 0.02, 0.54], [-0.61, -0.13, 0.68], [-2.78, -0.86, 1.35], [-4.10, -0.49, 1.62], [-4.91, -1.33, 2.37], [-4.42, -2.54, 2.85], [-3.11, -2.91, 2.58], [-2.29, -2.06, 1.84], [2.43, 3.98, -2.97], [1.19, 5.23, -2.82], [1.16, 4.14, -4.20], [-1.26, 4.12, -3.06], [-3.40, 3.51, -2.74], [-3.72, 3.07, -1.05], [-3.74, 1.82, -2.27], [-4.47, 0.45, 1.24], [-5.93, -1.04, 2.58], [-5.06, -3.19, 3.44], [-2.72, -3.84, 2.95], [-1.26, -2.33, 1.64], [2.46, -2.34, 3.78], [1.23, -1.45, 2.83], [1.03, -0.16, 3.54], [2.32, -1.12, 1.43], [2.68, -2.14, 0.57], [3.61, -1.88, -0.44], [4.14, -0.60, -0.58], [3.73, 0.42, 0.26], [2.81, 0.17, 1.27], [3.25, -1.63, 4.03], [2.85, -3.19, 3.21], [1.97, -2.70, 4.69], [2.27, -3.13, 0.68], [3.91, -2.67, -1.11], [4.87, -0.41, -1.36], [4.13, 1.42, 0.14], [2.51, 0.94, 1.97], [0.40, 3.12, 1.55], [1.84, -1.59, -3.50], [0.58, -2.35, -2.62], [0.15, -1.53, -1.63], [0.81, -0.32, -1.58], [1.72, -0.23, -2.51], [0.23, -3.34, -2.87], [-0.62, -1.74, -0.92], [2.33, 0.65, -2.66]],
  "mulliken_spin": [1.00, 0.00, 0.03, 0.01, 0.01, 0.04, 0.00, -0.05, 0.01, -0.01, -0.04, 0.00, 0.00, 0.00, 0.00, 0.00, 0.00, 0.00, 0.00, 0.00, 0.00, 0.00, 0.00, 0.00, 0.00, 0.00, 0.00, 0.00, 0.00, 0.00, 0.00, 0.00, 0.00, 0.00, 0.00, 0.00, 0.00, 0.00, 0.00, 0.00, 0.00, 0.00, 0.00, 0.00, 0.00, 0.00, 0.02, 0.00, 0.00, 0.01, -0.03, 0.01, 0.00, 0.00, 0.00]
}

***

# 3
{
  "formula": "H26O17S",
  "method": "the ωB97M-V functional and the def2-TZVPD basis",
  "charge": -2,
  "e_lumo_ev": 4.9754,
  "e_tot_ha": -1692.92450,
  "de_lowest_ev": 4.024,
  "max_force_ev_per_a": 5.92,
  "species": ["S", "O", "O", "O", "O", "O", "H", "H", "O", "H", "H", "O", "H", "H", "O", "H", "H", "O", "H", "H", "O", "H", "H", "O", "H", "H", "O", "H", "H", "O", "H", "H", "O", "H", "H", "O", "H", "H", "O", "H", "H", "O", "H", "H"],
  "coordinates": [[0.07, 0.06, 0.01], [0.53, 1.06, 0.89], [0.93, -1.08, 0.22], [-1.20, -0.40, 0.42], [0.17, 0.49, -1.41], [1.16, 2.15, 3.20], [1.18, 1.46, 3.83], [0.92, 1.65, 2.38], [-2.82, -2.44, -0.43], [-2.98, -2.26, -1.48], [-2.14, -1.90, -0.01], [2.62, 2.54, 0.17], [2.67, 3.08, -0.59], [1.76, 2.02, 0.56], [3.13, -0.82, 1.39], [2.21, -0.94, 0.93], [3.76, -1.45, 1.07], [-1.16, -1.19, -2.97], [-0.73, -1.72, -3.63], [-0.58, -0.61, -2.48], [-3.31, 0.50, -2.02], [-3.94, 0.47, -1.27], [-2.56, -0.14, -1.87], [1.36, -3.48, -0.01], [1.24, -2.45, -0.05], [0.94, -4.04, 0.67], [-1.30, -1.81, 2.57], [-1.21, -2.54, 2.00], [-1.25, -1.13, 1.94], [-0.56, 3.49, 0.39], [-1.27, 3.12, -0.14], [-0.36, 2.62, 0.84], [-0.13, 2.03, -3.47], [-0.83, 1.45, -4.04], [0.03, 1.41, -2.80], [1.66, -1.96, 3.52], [1.81, -1.49, 2.71], [0.64, -1.91, 3.50], [-2.87, 1.28, 1.57], [-2.28, 1.64, 2.35], [-2.35, 0.54, 1.19], [2.51, 0.78, -3.50], [1.96, 0.21, -2.86], [2.56, 1.70, -3.30]],
  "lowdin_charge": [0.34, -0.33, -0.32, -0.34, -0.33, -0.06, 0.00, -0.02, -0.14, 0.10, -0.03, -0.13, -0.03, 0.06, -0.11, -0.01, 0.02, -0.05, 0.04, -0.03, -0.09, 0.05, -0.01, -0.15, -0.02, 0.02, -0.02, 0.02, -0.05, -0.09, 0.01, 0.01, -0.11, 0.12, -0.11, -0.11, -0.05, 0.05, -0.13, 0.09, -0.03, -0.10, 0.07, 0.00]
}

***

# 4
{
  "formula": "C7H10F2",
  "method": "the ωB97M-V functional and the def2-TZVPD basis",
  "e_lumo_ev": 0.7836,
  "e_tot_ha": -472.25591,
  "de_lowest_ev": 5.040,
  "max_force_ev_per_a": 6.28,
  "species": ["C", "C", "C", "C", "C", "C", "C", "F", "F", "H", "H", "H", "H", "H", "H", "H", "H", "H", "H"],
  "coordinates": [[0.30, -0.28, 0.74], [1.32, -0.26, -0.11], [-2.61, 0.17, 1.05], [-1.46, 0.87, 0.54], [-2.26, 0.11, -0.35], [2.43, -1.18, 0.16], [1.43, 0.83, -1.19], [0.11, -1.25, 1.67], [-3.07, 0.82, -1.25], [-2.46, -0.77, 1.64], [-3.35, 0.70, 1.52], [-1.27, 1.93, 0.55], [-1.86, -0.72, -1.09], [3.50, -0.60, 0.12], [2.27, -1.65, 1.21], [2.54, -2.02, -0.71], [1.33, 1.95, -0.94], [2.50, 0.80, -1.60], [0.61, 0.55, -1.94]],
  "lowdin_charge": [-0.08, -0.40, -0.09, -0.05, -0.34, -0.11, -0.07, 0.02, -0.04, 0.13, 0.09, 0.12, 0.19, 0.12, 0.10, 0.12, 0.10, 0.08, 0.09]
}

***

# 5
{
  "formula": "C15H19BrNiSi",
  "method": "the ωB97M-V functional and the def2-TZVPD basis",
  "charge": -2,
  "e_lumo_ev": [5.3799, 5.3762],
  "e_tot_ha": -4954.65760,
  "multiplicity": 3,
  "max_force_ev_per_a": 4.23,
  "species": ["C", "C", "C", "H", "C", "C", "H", "H", "H", "H", "Ni", "Br", "C", "C", "C", "H", "C", "C", "H", "H", "H", "H", "C", "Si", "C", "C", "C", "C", "H", "H", "H", "H", "H", "H", "H", "H", "H"],
  "coordinates": [[-1.10, -0.90, -3.59], [-1.15, -1.89, -2.60], [-1.86, -1.36, -1.49], [-0.69, -2.86, -2.63], [-2.27, -0.05, -1.82], [-1.77, 0.25, -3.10], [-1.89, 1.19, -3.62], [-0.63, -1.00, -4.55], [-2.02, -1.84, -0.55], [-2.80, 0.62, -1.18], [0.07, -0.14, -1.77], [0.88, -1.99, -0.19], [2.04, 1.00, -1.42], [1.22, 1.77, -2.28], [1.06, 1.04, -3.47], [0.77, 2.71, -2.04], [1.76, -0.18, -3.34], [2.39, -0.18, -2.09], [2.99, -0.98, -1.68], [2.30, 1.25, -0.41], [0.49, 1.35, -4.32], [1.82, -0.97, -4.07], [-1.63, 1.03, 4.12], [-0.18, 0.38, 3.16], [1.46, 0.98, 3.84], [-0.10, -1.46, 3.58], [-0.37, 0.68, 1.34], [-0.19, 0.38, 0.18], [-1.48, 0.80, 5.20], [-2.54, 0.52, 3.76], [-1.71, 2.12, 3.97], [1.51, 0.74, 4.93], [2.29, 0.45, 3.34], [1.57, 2.07, 3.70], [-1.01, -2.00, 3.27], [0.79, -1.94, 3.11], [0.01, -1.58, 4.69]],
  "mulliken_spin": [-0.02, 0.06, 0.04, 0.00, 0.03, 0.10, -0.01, 0.01, -0.01, -0.01, 1.41, 0.03, 0.05, 0.05, 0.04, -0.01, 0.04, 0.01, 0.00, -0.01, -0.01, 0.01, 0.00, 0.01, 0.00, 0.00, 0.15, 0.04, 0.00, 0.00, 0.00, 0.00, 0.00, 0.00, 0.00, 0.00, 0.00]
}

***

# 6
{
  "formula": "C5H10NO",
  "method": "the ωB97M-V functional and the def2-TZVPD basis",
  "e_lumo_ev": [1.0870, -0.2012],
  "e_tot_ha": -326.33237,
  "multiplicity": 2,
  "de_lowest_ev": 2.362,
  "max_force_ev_per_a": 3.98,
  "species": ["C", "C", "C", "C", "N", "C", "O", "H", "H", "H", "H", "H", "H", "H", "H", "H", "H"],
  "coordinates": [[-0.38, -0.95, -0.28], [1.06, -0.89, -0.63], [1.93, 0.07, -0.16], [3.28, 0.13, -0.41], [-0.80, -0.23, 0.94], [-2.06, 0.40, 0.80], [-2.73, 0.53, -0.18], [-0.72, -1.97, -0.19], [-1.02, -0.67, -1.13], [1.37, -1.49, -1.48], [1.50, 0.72, 0.61], [-0.50, 2.82, -0.19], [3.87, 0.94, 0.01], [3.83, -0.64, -0.91], [-0.75, 2.59, 0.47], [-2.52, 0.72, 1.75], [-0.73, 0.80, 0.53]],
  "mulliken_spin": [-0.05, 0.52, -0.13, 0.53, 0.01, 0.00, 0.00, 0.02, 0.04, 0.02, 0.00, 0.00, 0.01, 0.01, 0.00, 0.00, 0.00]
}

***

# 7
{
  "formula": "C26H27Cl2IrN2S",
  "method": "the ωB97M-V functional and the def2-TZVPD basis",
  "charge": 2,
  "e_lumo_ev": [-9.0348, -8.3673],
  "e_tot_ha": -2538.77604,
  "max_force_ev_per_a": 3.02,
  "species": ["Ir", "C", "C", "C", "C", "C", "C", "C", "C", "N", "C", "C", "C", "C", "N", "C", "C", "C", "C", "C", "C", "C", "C", "H", "H", "H", "H", "H", "H", "H", "H", "H", "H", "H", "H", "H", "H", "H", "H", "H", "H", "H", "H", "H", "H", "H", "H", "Cl", "C", "C", "C", "C", "C", "Cl", "C", "S", "H", "H", "H"],
  "coordinates": [[-0.45, -0.42, -0.78], [3.54, 1.21, -1.52], [3.33, -0.11, -2.18], [4.10, -0.45, -3.29], [3.84, -1.59, -4.02], [2.75, -2.39, -3.69], [1.97, -2.11, -2.59], [0.78, -2.95, -2.27], [2.33, -1.02, -1.76], [1.63, -0.86, -0.57], [2.18, -0.75, 0.61], [3.61, -1.02, 0.91], [1.27, -0.48, 1.70], [1.74, -0.48, 3.11], [0.06, -0.15, 1.34], [-1.06, -0.05, 2.15], [-1.60, -1.22, 2.73], [-1.01, -2.56, 2.43], [-2.71, -1.10, 3.56], [-3.30, 0.14, 3.77], [-2.82, 1.27, 3.13], [-1.71, 1.20, 2.30], [-1.22, 2.44, 1.63], [3.91, 1.93, -2.25], [4.30, 1.14, -0.73], [2.62, 1.59, -1.08], [4.89, 0.21, -3.59], [4.44, -1.82, -4.88], [2.52, -3.25, -4.30], [0.41, -3.46, -3.15], [-0.05, -2.30, -1.89], [1.00, -3.69, -1.50], [4.16, -1.30, 0.01], [3.68, -1.85, 1.62], [4.09, -0.16, 1.39], [2.49, 0.29, 3.27], [2.21, -1.42, 3.37], [0.91, -0.29, 3.79], [-0.69, -2.63, 1.39], [-1.74, -3.35, 2.64], [-0.15, -2.75, 3.07], [-3.10, -1.98, 4.03], [-4.15, 0.23, 4.43], [-3.30, 2.22, 3.27], [-2.06, 2.98, 1.20], [-0.51, 2.21, 0.84], [-0.74, 3.10, 2.34], [-2.81, -0.62, -1.23], [-3.26, 1.03, -1.47], [-4.58, 1.39, -1.28], [-4.95, 2.72, -1.44], [-4.01, 3.67, -1.80], [-2.69, 3.30, -2.04], [-1.54, 4.47, -2.50], [-2.29, 1.96, -1.87], [-0.63, 1.54, -2.15], [-5.31, 0.64, -1.02], [-5.98, 3.01, -1.27], [-4.30, 4.71, -1.89]],
  "lowdin_charge": [0.85, -0.02, -0.21, -0.02, -0.02, -0.01, -0.21, -0.03, -0.23, 0.01, -0.20, 0.03, -0.21, 0.04, 0.02, -0.24, -0.21, -0.02, -0.02, -0.03, -0.02, -0.20, -0.02, 0.10, 0.09, 0.07, 0.13, 0.12, 0.13, 0.10, 0.01, 0.10, 0.10, 0.11, 0.12, 0.12, 0.11, 0.10, 0.07, 0.10, 0.09, 0.13, 0.12, 0.13, 0.09, 0.04, 0.10, 0.79, -0.63, -0.06, -0.01, -0.06, -0.67, 0.77, -0.68, 0.77, 0.12, 0.13, 0.13]
}

***

# 8
{
  "formula": "C3H4N2O2S",
  "method": "the ωB97M-V functional and the def2-TZVPD basis",
  "e_lumo_ev": -0.0678,
  "e_tot_ha": -774.83161,
  "de_lowest_ev": 2.590,
  "max_force_ev_per_a": 5.02,
  "species": ["C", "C", "C", "N", "N", "O", "O", "S", "H", "H", "H", "H"],
  "coordinates": [[-1.51, -2.49, -0.39], [-1.02, 1.24, 0.77], [1.86, 0.28, -0.64], [0.86, 0.62, 0.08], [-0.41, 0.28, 0.13], [-2.40, -2.34, 0.32], [-0.63, 2.29, 1.29], [-0.32, -2.70, -1.32], [-2.16, 1.10, 0.68], [1.81, -0.51, -1.38], [2.85, 0.85, -0.35], [1.06, 1.39, 0.81]],
  "lowdin_charge": [-0.92, -0.43, 0.07, -0.10, 0.02, 0.11, -0.03, 0.79, 0.14, 0.05, 0.13, 0.17]
}

***

Copy entry 1 word for word.
{
  "formula": "C3H9NO",
  "method": "the ωB97M-V functional and the def2-TZVPD basis",
  "e_lumo_ev": 1.1099,
  "e_tot_ha": -249.63586,
  "smiles": "CCCNO",
  "de_lowest_ev": 2.118,
  "max_force_ev_per_a": 0.87,
  "species": ["C", "C", "C", "N", "O", "H", "H", "H", "H", "H", "H", "H", "H", "H"],
  "coordinates": [[0.84, 0.50, -0.38], [-0.62, 0.19, -0.71], [-1.00, -1.27, -0.48], [1.22, 0.33, 1.02], [0.42, 1.28, 1.78], [1.10, 1.79, 2.25], [0.88, -0.57, 1.37], [1.07, 1.53, -0.69], [1.49, -0.15, -0.99], [-0.80, 0.44, -1.76], [-1.29, 0.83, -0.12], [-2.03, -1.44, -0.80], [-0.93, -1.54, 0.57], [-0.35, -1.93, -1.06]],
  "lowdin_charge": [-0.24, -0.26, -0.12, -0.09, -0.11, 0.09, 0.09, 0.11, 0.11, 0.10, 0.10, 0.07, 0.06, 0.07]
}